99
Properties=species:S:1:pos:R:3:mulliken_charge:R:1 method="wB97M-V/def2-TZVPD" de_lowest_kcal_mol=13.2 max_force_ev_per_a=0.9 energy_ev=-135454.094 e_homo_ha=-0.494 orbital_gap_ev=8.48 charge=+2
In 0.2450 0.0238 0.1233 2.06
C 2.6745 -0.0549 5.2590 -0.97
N 1.6933 -0.3234 4.2089 0.14
C 0.6546 -1.2069 4.3228 -1.06
C 0.0002 -1.1935 3.1314 -0.65
N 0.6222 -0.3015 2.3017 0.35
C 1.6506 0.2048 2.9691 0.35
P 2.8873 1.3598 2.2692 -0.61
C 1.7283 2.4674 1.4079 -0.37
N 0.8620 2.1301 0.4554 0.24
C 0.3284 3.2870 -0.0365 -0.72
C 0.8882 4.3381 0.6243 -0.53
N 1.7644 3.8092 1.5294 0.31
C 2.5824 4.5892 2.4594 -0.83
C 3.4060 0.3959 0.8166 -0.16
N 2.6101 0.0233 -0.1728 0.17
C 3.3900 -0.6200 -1.0858 -0.87
C 4.6782 -0.6251 -0.6399 -0.34
N 4.6792 0.0255 0.5596 0.15
C 5.8539 0.2330 1.4023 -0.82
H 2.1501 0.1904 6.1801 0.37
H 3.2989 -0.9330 5.4101 0.34
H 3.2921 0.7884 4.9630 0.39
H 0.4784 -1.7591 5.2277 0.64
H -0.8560 -1.7675 2.8238 0.57
H -0.4043 3.2912 -0.8231 0.52
H 0.7360 5.3975 0.5351 0.52
H 2.3410 5.6379 2.3111 0.33
H 2.3513 4.3091 3.4847 0.32
H 3.6389 4.4315 2.2551 0.34
H 2.9885 -1.0405 -1.9903 0.58
H 5.5769 -1.0260 -1.0685 0.50
H 6.6459 -0.4173 1.0437 0.33
H 6.1835 1.2682 1.3447 0.33
H 5.6248 -0.0290 2.4329 0.33
Cl -1.3437 -0.8420 -2.4170 -0.17
C -0.6573 -2.2359 -1.6166 0.34
C 0.1857 -1.9993 -0.5416 -1.03
C 0.8847 -3.0817 -0.0431 1.14
Cl 2.0533 -2.8668 1.2331 -0.14
C 0.6851 -4.3740 -0.5388 -0.12
Cl 1.5451 -5.7068 0.1106 -0.17
C -0.2271 -4.5876 -1.5758 0.46
Cl -0.4992 -6.1615 -2.1807 -0.15
C -0.9007 -3.5015 -2.1425 -0.17
Cl -1.9781 -3.7223 -3.4554 -0.16
O -1.6451 0.8466 0.3632 -0.37
P -3.0214 1.1765 0.9687 -0.59
C -3.7715 -0.4565 1.3578 1.49
C -4.8610 -0.6831 2.4504 -0.64
C -6.1385 -1.3068 1.8928 -0.96
C -5.8544 -2.6423 1.2077 -0.88
C -4.6298 -2.5599 0.2760 -0.71
C -4.2073 -1.1156 0.0295 -0.95
C -2.8424 2.3517 2.3709 0.68
C -1.4702 2.1688 3.0604 0.68
C -1.4433 2.8620 4.4175 -1.07
C -2.3985 2.1628 5.3931 -1.14
C -3.5970 1.5512 4.6547 -0.57
C -3.9545 2.4138 3.4467 -1.77
C -4.0244 1.9846 -0.2857 -0.10
C -5.4712 2.2181 0.2349 -0.77
C -5.7070 3.6865 0.5800 -0.71
C -5.5606 4.5737 -0.6623 -0.89
C -4.4849 4.0482 -1.6238 -1.07
C -3.4066 3.2636 -0.8805 -0.36
H -2.8586 -0.9807 1.6783 -0.25
H -5.0999 0.2217 2.9929 0.07
H -4.4505 -1.3714 3.1943 0.59
H -6.6245 -0.6168 1.1992 0.24
H -6.8434 -1.4557 2.7123 0.53
H -6.7330 -2.9589 0.6468 0.37
H -5.6878 -3.4056 1.9694 0.34
H -4.8459 -3.0391 -0.6797 0.47
H -3.7815 -3.1023 0.7040 0.24
H -5.0431 -0.5623 -0.4014 0.25
H -3.3909 -1.0797 -0.6976 0.01
H -2.8444 3.3172 1.8541 0.61
H -0.6881 2.5307 2.4076 -0.64
H -1.2757 1.1043 3.2218 -0.11
H -1.7264 3.9109 4.2979 0.40
H -0.4259 2.8651 4.8192 0.39
H -2.7540 2.8809 6.1327 0.41
H -1.8675 1.3848 5.9463 0.36
H -4.4487 1.4670 5.3296 0.56
H -3.3651 0.5350 4.3277 0.02
H -4.0345 3.4525 3.7779 0.66
H -4.9310 2.1784 3.0350 0.83
H -4.0562 1.2514 -1.0966 0.97
H -5.6940 1.5840 1.0930 0.09
H -6.1767 1.9130 -0.5410 0.48
H -5.0048 4.0001 1.3550 -0.02
H -6.7015 3.8058 1.0108 0.60
H -5.3224 5.5931 -0.3562 0.39
H -6.5162 4.6264 -1.1841 0.34
H -4.0324 4.8735 -2.1731 0.47
H -4.9344 3.3939 -2.3746 0.37
H -2.9582 3.9031 -0.1139 0.28
H -2.6026 2.9844 -1.5710 0.26